*one*
The molecule C6H11NS. Source: the OMol25 dataset; level of theory: ωB97M-V/def2-TZVPD.

Results
- frontier orbital gap (Eh) = 0.3203
- LUMO (eV) = 0.6

Each line ends with the natural charge from an NBO analysis.
Atoms and positions in Å:
C: -0.3054 0.5333 0.5879  0.39
C: 1.5159 1.8148 0.1005  -0.32
C: 1.5965 -0.9538 0.3628  -0.38
C: 1.2695 -1.9567 -0.6372  -0.67
C: -2.4511 0.3449 -0.5033  -0.61
C: -1.6992 0.2379 0.8444  -0.52
N: 0.2087 1.6154 0.3446  -0.43
S: 2.6923 0.3432 0.1558  0.14
H: 1.8648 2.1885 -0.9016  0.23
H: 1.8945 2.4591 0.8624  0.21
H: 1.6466 -1.2759 1.3812  0.19
H: 1.9410 -2.7966 -0.6609  0.22
H: 1.0708 -1.4863 -1.5561  0.22
H: 0.2672 -2.3478 -0.4890  0.21
H: -1.8028 -0.3193 -1.1359  0.21
H: -2.4454 1.3888 -0.9753  0.22
H: -3.5311 0.1395 -0.6377  0.23
H: -1.6722 -0.8815 1.1727  0.23
H: -2.0605 0.9524 1.6847  0.24

*two*
The molecule C6H11NS. Source: the OMol25 dataset; level of theory: ωB97M-V/def2-TZVPD.

Results
- SMILES = C=C(C)C(=S)CNC
- frontier orbital gap (Eh) = 0.2859
- LUMO (eV) = -0.9

Each line ends with the natural charge from an NBO analysis.
Atoms and positions in Å:
C: 1.9285 -1.2394 -0.1782  -0.29
C: 1.5399 -0.0283 -0.2609  -0.15
C: 2.4932 0.9274 0.2722  -0.61
C: 0.1808 0.3941 -0.5379  -0.02
S: -0.3498 2.0194 -0.5283  -0.02
C: -0.8076 -0.7833 -0.5738  -0.32
N: -2.3342 -0.6620 -0.5901  -0.59
C: -2.7792 0.2739 0.6709  -0.47
H: 1.4738 -2.1779 -0.3698  0.21
H: 2.9807 -1.1776 0.3697  0.19
H: 3.4697 0.4001 0.2571  0.21
H: 2.5687 1.6241 -0.4174  0.22
H: 2.1253 1.5148 1.1670  0.23
H: -0.6264 -1.3506 0.4450  0.22
H: -0.6199 -1.3186 -1.5304  0.23
H: -2.5189 0.0505 -1.4131  0.35
H: -3.1069 -0.3615 1.5228  0.19
H: -3.6647 0.9834 0.5309  0.21
H: -1.9531 0.9114 1.1642  0.20

*three*
A cluster of 3 separate species, C6H11NS in total. Source: the OMol25 dataset; level of theory: ωB97M-V/def2-TZVPD.

Results
- frontier orbital gap (Eh) = 0.3154
- LUMO (eV) = -0.1

Each line ends with the natural charge from an NBO analysis.
Atoms and positions in Å:
C: 1.3413 0.3133 0.8949  -0.12
C: 0.3559 1.4014 1.0475  -0.45
C: -0.3819 1.0376 -0.2779  -0.27
C: -1.1765 -1.7525 -0.1895  -0.54
C: 0.1229 -1.4507 -0.8739  -0.41
C: 0.7187 -0.0006 -0.4626  -0.26
H: 3.2415 0.1414 1.8733  0.31
H: 3.0371 0.1644 -0.6459  0.34
H: 1.2062 -0.4389 1.8022  0.19
H: -0.1470 1.4938 2.0650  0.22
H: 0.9676 2.2893 1.0751  0.24
H: -0.5626 1.8740 -1.0341  0.23
H: -1.0794 -2.1265 0.8296  0.22
H: -1.4831 -2.5224 -0.9709  0.25
H: 1.0486 -2.1847 -0.7917  0.22
H: -0.2844 -1.2953 -1.9102  0.22
H: 1.1745 0.5152 -1.3580  0.24
N: 2.6421 0.8828 0.6055  -0.74
S: -1.9685 -0.0863 -0.3753  0.13

In terms of stability, *one* leads; the second structure lies 22.3 kJ/mol higher.

*one*
The ion C3H2NOS with charge -1. Source: the OMol25 dataset; level of theory: ωB97M-V/def2-TZVPD.

Results
- total charge = -1
- SMILES = O=NC=C=C[S-]
- frontier orbital gap (spin up / spin down) (Eh) = 0.2125 / 0.2155
- LUMO (spin up / spin down) (eV) = 2.6 / 2.7

Each line ends with the natural charge from an NBO analysis.
Atoms and positions in Å:
O: -1.5835 1.0707 -0.4043  -0.51
N: -1.3574 0.0417 -1.1232  -0.01
C: -0.3537 -0.7752 -0.9370  -0.23
C: 0.5984 -0.6739 0.0597  0.09
C: 0.8765 0.2283 0.9790  -0.45
S: 1.9688 0.8075 2.2312  -0.41
H: -0.2108 -1.6638 -1.5397  0.18
H: 0.0618 0.9648 0.7344  0.33

*two*
The ion C3H2NOS with charge -1. Source: the OMol25 dataset; level of theory: ωB97M-V/def2-TZVPD.

Results
- total charge = -1
- SMILES = [O-]/C=N\C=C=S
- frontier orbital gap (Eh) = 0.2387
- LUMO (eV) = 3.8

Each line ends with the natural charge from an NBO analysis.
Atoms and positions in Å:
O: -1.1958 0.8297 -0.0171  -0.60
C: -0.6824 0.3846 1.0723  0.37
N: 0.3476 -0.3667 1.1542  -0.58
C: 0.8756 -0.5798 -0.1703  -0.26
C: 0.1758 0.0579 -1.1138  -0.01
S: -0.0989 0.3632 -2.6554  -0.25
H: -1.2729 0.5346 1.9352  0.12
H: 1.8510 -1.2236 -0.2050  0.21

In terms of stability, *two* leads; the second structure lies 374.0 kJ/mol higher.